Arrangement P

C4H15N2S | ωB97M-V/def2-TZVPD

Its frontier orbital gap is 0.3503 Eh. As for the net charge: +1.

```
22
Properties=species:S:1:pos:R:3:mulliken_charge:R:1
C 2.54 0.07 0.83 -0.93
N 1.59 -1.03 0.58 -0.46
C 1.79 -1.64 -0.75 -0.96
H 3.56 -0.24 0.63 0.36
H 2.30 0.91 0.18 0.31
H 2.47 0.38 1.87 0.35
H 1.71 -1.74 1.29 0.30
H 1.61 -0.88 -1.52 0.35
H 1.09 -2.46 -0.89 0.33
H 2.81 -2.00 -0.88 0.37
C -1.27 0.78 -0.28 -0.46
C -2.70 1.26 -0.16 -0.82
S -3.06 2.57 -1.37 -0.16
N -0.91 -0.24 0.77 -0.35
H -0.56 1.60 -0.18 0.33
H -1.11 0.29 -1.25 0.36
H -2.90 1.71 0.81 0.37
H -3.41 0.44 -0.29 0.41
H -3.13 1.76 -2.43 0.14
H 0.20 -0.60 0.68 0.42
H -1.50 -1.07 0.66 0.38
H -1.12 0.13 1.70 0.37
```


Arrangement Q

C4H15N2S | ωB97M-V/def2-TZVPD

Its frontier orbital gap is 0.3474 Eh. As for the net charge: +1.

```
22
Properties=species:S:1:pos:R:3:mulliken_charge:R:1
C -2.10 0.82 2.12 -1.14
C -2.40 -0.60 1.74 -0.16
N -2.46 -0.65 0.26 -0.70
H -2.80 1.62 1.81 0.37
H -1.97 0.81 3.21 0.35
H -1.07 1.05 1.78 0.24
H -1.55 -1.26 2.07 0.17
H -3.28 -0.98 2.24 0.33
H -3.23 -1.23 -0.04 0.24
H -2.66 0.29 -0.03 0.25
C 1.05 -0.93 -0.63 -0.82
C 1.08 0.58 -1.08 -0.44
S 2.75 1.27 -0.71 -0.18
N -0.19 -1.65 -0.97 -0.11
H 1.20 -1.04 0.46 0.35
H 1.87 -1.49 -1.14 0.45
H 0.42 1.12 -0.41 0.25
H 0.81 0.68 -2.16 0.39
H 2.54 2.50 -1.25 0.17
H -0.21 -2.64 -0.72 0.40
H -0.34 -1.59 -1.96 0.38
H -1.02 -1.21 -0.43 0.22
```


arrangement P wins, 5.2 kcal/mol ahead of the next structure.


Arrangement P

C11H15N | ωB97M-V/def2-TZVPD

Its frontier orbital gap (spin up / spin down) is 0.3407 / 0.2440 Eh. Its spin multiplicity is 2. As for the net charge: +1. Its expectation value of S² is 0.776.

```
27
Properties=species:S:1:pos:R:3:mulliken_charge:R:1
C 2.87 0.11 1.76 -1.30
C 0.58 -0.41 -1.15 -0.17
C 1.39 0.46 -0.38 0.83
C 2.08 -0.30 0.56 0.81
C 1.61 -1.64 0.38 -0.60
C -0.17 1.43 -2.42 -0.34
C -0.18 0.06 -2.19 -0.81
C 0.63 2.34 -1.69 -0.75
C 1.38 1.86 -0.65 -0.35
N 0.69 -1.69 -0.57 0.09
H -0.84 1.85 -3.17 0.42
H -0.66 -0.65 -2.85 0.45
H 0.67 3.39 -1.93 0.43
H 1.99 2.51 -0.05 0.46
H 0.38 -2.52 -1.07 0.30
H 1.81 -2.54 0.95 0.43
H 2.98 -0.72 2.43 0.40
H 2.33 0.91 2.25 0.36
H 3.89 0.43 1.56 0.34
C -3.10 -1.00 0.39 -0.74
C -2.76 -0.22 1.66 -0.75
H -4.18 -1.13 0.39 0.35
H -2.84 -0.44 -0.52 0.18
H -2.71 -2.01 0.39 0.24
H -3.02 0.84 1.55 0.28
H -1.66 -0.23 1.83 0.13
H -3.16 -0.71 2.54 0.33
```


Arrangement Q

C11H15N | ωB97M-V/def2-TZVPD

Its frontier orbital gap (spin up / spin down) is 0.3450 / 0.2355 Eh. Its spin multiplicity is 2. As for the net charge: +1. Its expectation value of S² is 0.778.

```
27
Properties=species:S:1:pos:R:3:mulliken_charge:R:1
C 0.14 -1.67 -2.21 -1.32
C -0.25 0.53 -1.16 0.89
C 0.73 -0.46 -1.57 0.57
C 0.60 1.56 -0.61 -0.11
C 1.97 -0.13 -1.06 -0.54
C -1.66 0.71 -1.18 -0.49
C 0.18 2.86 -0.42 -0.66
C -2.07 1.98 -0.83 -0.63
C -1.18 3.05 -0.68 -0.35
N 1.94 1.13 -0.62 0.03
H -2.29 -0.15 -1.36 0.46
H -0.27 -2.32 -1.43 0.30
H 0.88 -2.28 -2.72 0.42
H 2.93 -0.60 -1.00 0.47
H 2.62 1.48 0.05 0.33
H 0.85 3.68 -0.23 0.45
H -3.11 2.29 -0.85 0.38
H -1.49 4.08 -0.83 0.41
H -0.59 -1.37 -2.97 0.38
C -0.19 -2.29 3.28 -1.08
C 0.18 -1.31 2.19 -0.59
H 0.54 -2.41 4.06 0.33
H -1.19 -1.98 3.56 0.30
H -0.17 -3.35 2.94 0.31
H 1.18 -1.41 1.74 0.28
H 0.16 -0.32 2.64 0.30
H -0.44 -1.32 1.28 0.16
```


arrangement P wins, 20.8 kcal/mol ahead of the next structure.


Arrangement P

C4H12NO | ωB97M-V/def2-TZVPD

Its frontier orbital gap is 0.4329 Eh. As for the net charge: +1. As for the SMILES: CC[C@@H]([NH3+])CO.

```
18
Properties=species:S:1:pos:R:3:mulliken_charge:R:1
C 1.51 1.71 0.21 -1.09
C 0.08 1.09 0.14 -0.84
C 0.01 -0.30 -0.40 0.16
N 0.44 -1.26 0.67 -0.21
C -1.50 -0.62 -0.52 -0.70
O -1.75 -1.99 -0.36 -0.54
H 1.68 2.53 1.04 0.31
H 2.19 0.93 0.36 0.33
H 1.72 2.34 -0.64 0.32
H -0.45 1.78 -0.55 0.41
H -0.29 1.29 1.12 0.41
H 0.55 -0.39 -1.40 0.30
H 1.21 -0.76 1.16 0.35
H 0.73 -2.20 0.38 0.32
H -0.36 -1.41 1.25 0.40
H -1.87 -0.22 -1.60 0.36
H -2.07 -0.07 0.31 0.36
H -1.83 -2.46 -1.19 0.34
```


Arrangement Q

C4H12NO | ωB97M-V/def2-TZVPD

Its frontier orbital gap is 0.3976 Eh. As for the net charge: +1.

```
18
Properties=species:S:1:pos:R:3:mulliken_charge:R:1
C 2.67 0.64 0.45 -1.14
C 1.74 1.29 -0.59 -0.24
C 0.33 0.81 -0.50 -0.40
C -0.30 0.32 0.58 -0.25
N -1.75 -0.01 0.44 -0.32
H 2.36 -0.50 0.35 0.27
H 2.55 0.84 1.52 0.30
H 3.73 0.93 0.29 0.32
H 2.06 1.10 -1.61 0.32
H 1.70 2.38 -0.45 0.30
H -0.25 0.62 -1.39 0.38
H 0.13 -0.14 1.45 0.36
H -2.32 0.82 0.22 0.39
H -1.99 -0.88 -0.13 0.37
H -2.34 -0.12 1.29 0.37
H -2.85 -2.43 -1.39 0.34
H -2.62 -3.28 -0.11 0.34
O -2.84 -2.39 -0.42 -0.71
```


arrangement P wins, 6.2 kcal/mol ahead of the next structure.